(1)
C19H7B3Cl64O3 as an isolated structure. Source: the OMol25 dataset; level of theory: ωB97M-V with the def2-TZVPD basis set.

Structure (XYZ):
```
96
Properties=species:S:1:pos:R:3:lowdin_charge:R:1
H 10.666 0.213 -0.448 0.046
H 6.688 1.844 0.440 0.124
Cl -12.684 0.673 7.446 0.486
Cl -2.395 -3.083 3.126 0.498
Cl 12.848 1.379 -0.348 0.600
Cl -12.449 3.438 9.140 0.496
Cl -1.526 8.248 -5.519 0.520
B 8.745 1.551 -2.169 -0.567
Cl -0.709 9.372 -2.992 0.522
Cl 5.632 3.504 -3.404 0.629
Cl -17.882 -4.853 0.756 0.524
C -1.533 -3.155 1.574 -2.031
C 15.473 -4.714 -2.114 -2.051
O 8.117 2.369 -1.231 0.252
Cl 14.181 -0.145 -6.040 0.509
Cl 14.632 -6.264 -2.191 0.532
Cl -1.285 -1.514 0.973 0.518
Cl -12.756 -2.544 2.505 0.526
C -13.632 -1.043 2.824 -2.003
Cl -1.972 6.783 -3.081 0.495
Cl -20.601 -3.944 1.081 0.526
Cl 16.934 -4.880 -1.136 0.532
Cl 13.628 1.340 -3.603 0.528
C -13.057 3.186 10.776 -2.050
Cl 16.024 1.867 -5.114 0.532
C 10.272 1.246 -2.261 -0.045
C 6.855 -1.291 -2.097 0.041
Cl -13.215 -5.348 7.965 0.526
Cl 14.410 -3.507 -1.378 0.482
Cl -18.417 -2.076 1.311 0.501
Cl 4.027 4.034 -5.736 0.523
Cl -12.239 -6.245 5.401 0.524
C 14.889 0.608 -4.606 -2.028
Cl 15.747 -0.618 -3.671 0.497
Cl -10.649 -0.492 5.755 0.491
C -9.821 1.543 0.554 -2.054
Cl -10.770 3.025 0.397 0.530
Cl -11.733 3.370 11.931 0.526
C 14.445 1.180 0.417 -2.006
Cl -8.253 1.758 -0.232 0.526
Cl 10.528 -4.274 -5.001 0.539
B 6.956 0.252 -2.286 -0.651
C -18.935 -3.735 1.626 -2.061
C -13.272 -5.068 6.221 -2.051
Cl -10.682 0.208 -0.227 0.491
Cl -14.317 4.372 11.129 0.527
Cl 11.755 -2.155 -6.535 0.511
Cl 15.726 1.506 -0.748 0.520
Cl -9.565 1.186 2.266 0.494
Cl 3.763 5.714 -3.409 0.514
Cl 1.691 2.346 -3.213 0.490
Cl 0.030 -3.944 1.822 0.520
Cl -18.835 -4.059 3.360 0.519
H 10.940 1.824 -2.900 0.068
C 4.894 4.772 -4.386 -2.034
C -1.933 8.390 -3.805 -2.060
Cl -7.562 -1.879 1.050 0.509
H 11.289 -0.633 -1.989 0.017
H 7.652 -1.570 -1.397 0.091
Cl -15.323 -1.243 2.355 0.515
O 6.115 1.141 -1.595 0.151
C -6.391 -3.139 0.652 -2.034
C 11.140 -2.616 -4.949 -2.020
O 7.922 0.885 -3.076 0.252
Cl -9.906 1.388 7.801 0.530
Cl -2.465 -4.077 0.394 0.505
Cl 3.438 -0.438 -2.197 0.579
C 0.143 3.158 -3.435 -2.034
Cl 9.841 -1.514 -4.496 0.601
Cl -5.001 -3.028 1.735 0.468
Cl -0.836 2.268 -4.610 0.527
C 10.779 0.209 -1.532 -0.141
Cl 12.450 -2.512 -3.765 0.495
Cl -12.894 0.257 1.886 0.500
Cl 2.769 -3.024 -3.293 0.536
Cl 0.424 4.795 -4.015 0.486
C -11.148 0.968 6.618 -2.038
Cl 1.583 -2.155 -0.810 0.505
Cl -7.149 -4.726 0.828 0.528
Cl 6.156 5.843 -5.010 0.530
Cl 15.909 -4.198 -3.745 0.513
Cl -12.705 -3.437 5.862 0.476
Cl -11.344 2.295 5.469 0.524
Cl -14.934 -5.246 5.649 0.522
Cl 14.592 -0.479 1.009 0.524
Cl -5.847 -2.930 -1.019 0.523
Cl -0.714 3.223 -1.887 0.525
Cl -3.514 9.160 -3.637 0.524
H 5.919 -1.529 -1.596 0.040
C 2.148 -1.633 -2.398 -2.022
Cl 0.804 -0.909 -3.285 0.513
H 6.999 -1.869 -3.005 0.069
Cl 14.593 2.306 1.773 0.531
Cl -13.730 1.557 10.910 0.516
B 6.959 1.816 -0.714 -0.358
Cl -13.540 -0.634 4.545 0.462
```

For the total energy, the calculation gives -30480.70118 Ha. For the HOMO energy, the calculation gives -8.707 eV. The calculation puts the orbital gap at 8.661 eV. As for the strongest force on any atom: 0.039 Eh/bohr. Its LUMO energy is 0.0 eV.

---

(2)
C19H81N3NbO17 as an isolated structure. Source: the OMol25 dataset; level of theory: ωB97M-V with the def2-TZVPD basis set.

Structure (XYZ):
```
121
Properties=species:S:1:pos:R:3:lowdin_charge:R:1
H 1.626 0.773 3.706 0.059
H -8.221 -0.406 -3.818 0.060
H 5.108 0.065 0.057 0.049
H -0.738 0.012 7.468 0.068
C 3.947 1.264 -1.077 -0.760
H 0.068 0.009 0.598 -0.145
H -5.173 1.049 -5.187 0.038
O -0.322 4.822 -0.551 -0.189
O 4.177 -5.961 2.256 -0.134
H -9.913 -3.823 -3.343 0.076
C 10.138 0.380 1.821 -0.158
H -5.199 3.916 -7.550 0.079
H -7.854 -3.782 0.819 0.074
H 3.145 0.628 -2.834 0.034
H -3.972 0.705 3.870 0.071
C 4.315 -3.697 0.079 -0.156
H -6.567 -0.561 -4.441 0.082
O 7.007 4.763 2.658 -0.130
H -0.638 1.077 4.036 0.075
C -4.360 -0.026 -1.969 -0.137
H 1.752 -4.436 8.795 0.072
N 3.757 1.350 -2.502 0.045
H -3.335 1.795 -6.370 0.071
H 10.137 -0.208 0.906 0.079
H -3.567 -0.743 -2.170 0.071
C -7.364 0.142 -4.212 -0.135
H -3.547 0.369 -7.412 0.080
H 4.344 -7.996 2.309 0.076
H 3.737 -3.279 9.091 0.073
H 8.687 4.345 -0.031 0.076
C -5.408 4.253 -6.531 -0.161
H 4.356 2.467 0.502 0.063
C 7.707 3.905 3.541 -0.172
C -0.641 -1.926 7.550 -0.163
C -9.341 -2.951 -3.672 -0.168
H 4.609 -3.106 0.945 0.080
H -1.002 5.269 1.316 0.074
C 2.961 -2.973 8.384 -0.145
H 7.053 3.102 3.894 0.077
H 2.764 -7.371 2.828 0.077
H -1.354 6.506 0.087 0.065
H 8.041 4.492 4.395 0.071
O -7.557 -3.706 -1.237 -0.135
H -1.115 1.201 -1.377 -0.187
H -10.432 -2.609 -5.247 0.066
H -8.462 -3.277 -4.234 0.083
H -8.181 -2.225 0.028 0.076
H 10.201 -0.292 2.682 0.074
H 6.946 2.107 -0.214 0.044
H 8.270 3.472 -1.525 0.079
H -6.968 -4.460 -1.210 0.074
H 4.185 -7.228 3.902 0.073
C -1.296 5.429 0.280 -0.179
C 2.790 0.533 -0.290 -0.372
H -0.876 -0.126 2.750 0.030
H -5.238 -0.554 -1.586 0.075
H 9.214 0.963 1.875 0.066
H 2.920 -0.556 -0.366 -0.003
H 5.215 -4.063 -0.427 0.078
O 3.560 -2.866 -0.797 -0.133
H 3.215 -3.328 7.382 0.077
H 3.459 2.260 -2.794 0.037
O 1.055 0.495 2.989 -0.185
H 3.520 3.234 -0.690 0.065
H 0.645 -0.521 -1.890 -0.158
H -1.644 -2.836 -4.987 0.055
C 8.405 3.377 -0.444 -0.149
C -0.216 0.189 3.552 -0.178
H -0.120 -0.618 4.285 0.057
H -2.278 4.973 0.115 0.070
H -1.724 -2.079 7.500 0.076
H -0.309 -1.964 8.588 0.063
C -7.516 -3.086 0.046 -0.147
C -4.243 0.867 2.828 -0.172
H -7.647 0.674 -5.124 0.079
H -3.114 0.152 -5.707 0.063
H 5.044 -0.362 -1.464 0.045
O -1.966 -1.962 -4.768 -0.158
O -6.649 3.717 -6.090 -0.132
H 0.547 2.487 0.239 -0.152
H -6.502 -2.748 0.275 0.077
H -5.474 5.339 -6.519 0.074
O -3.272 0.235 2.014 -0.135
H 3.305 -3.394 -1.553 0.071
H 1.123 2.001 -2.294 -0.180
H 9.197 2.651 -0.234 0.065
H -7.591 1.689 -3.055 0.080
O 11.266 1.251 1.797 -0.133
H -5.236 0.439 2.647 0.066
H -0.127 -1.417 -3.952 0.044
O 1.690 -3.480 8.786 -0.140
H 3.732 -5.271 2.752 0.075
H 11.252 1.762 2.607 0.063
H 6.722 4.224 1.909 0.045
H 2.922 0.794 0.774 0.020
C -3.685 0.759 -6.406 -0.120
H 3.713 -4.542 0.410 0.054
O -0.294 -0.671 6.967 -0.128
O -5.077 0.701 -6.078 -0.145
H -9.017 -2.392 -2.801 0.053
H -1.524 -0.481 -3.397 0.030
O -10.156 -2.102 -4.484 -0.134
H -1.288 -2.134 -2.803 0.066
H -4.604 3.933 -5.861 0.072
C 3.845 -7.204 2.863 -0.156
H -0.589 4.960 -1.461 0.065
H -6.563 2.759 -6.112 0.041
N 5.202 0.449 -0.878 0.043
C -1.178 -1.475 -3.667 -0.204
O -6.883 1.071 -3.239 -0.135
O -3.887 0.913 -1.010 -0.151
H -3.511 0.387 1.088 0.046
N 4.240 2.555 -0.492 0.068
Nb 0.640 1.004 -0.848 1.062
H -4.616 0.495 -2.889 0.055
H -4.600 1.537 -0.864 0.074
H 2.902 -1.887 8.369 0.081
O 7.189 2.964 0.164 -0.164
H -4.267 1.943 2.630 0.074
H -0.143 -2.711 6.991 0.072
H 8.580 3.472 3.041 0.062
```

For the total energy, the calculation gives -2272.21392 Ha. For the HOMO energy, the calculation gives -4.336 eV. Its net charge is -1. The calculation puts the orbital gap at 6.075 eV. As for the strongest force on any atom: 0.042 Eh/bohr. Its LUMO energy is 1.7 eV.